The following is a quantum chemistry calculation of a 2-piece molecular cluster, C4H6O6 overall, from OMol25.

Its net charge is -1. As for the expectation value of S²: 0.755. Its HOMO-LUMO gap (alpha / beta) is 4.39 / 8.59 eV. The value obtained for the LUMO energy (alpha / beta) is 3.07 / 3.05 eV. Its energy relative to the best compared isomer or geometry (same formula, charge and spin) is 38.0 kcal/mol. The spin multiplicity is 2.

CARTESIAN COORDINATES (ANGSTROEM)
O: 1.9800 0.9568 0.5820
H: 2.7641 1.2858 0.1292
O: -2.6998 -1.7682 -1.2996
C: -2.1856 -0.7908 -0.4175
C: -0.9066 -0.2509 -1.0242
O: -0.4052 0.7515 -0.1452
C: 0.7599 1.3860 -0.5107
O: 1.0625 1.5938 -1.7049
H: -3.5219 -2.1143 -0.9449
H: -1.9675 -1.2259 0.5717
H: -2.9044 0.0341 -0.2799
H: -1.1087 0.1814 -2.0159
H: -0.1703 -1.0622 -1.1396
C: 3.0048 0.4000 2.5312
O: 4.1081 0.8360 2.5334
O: 2.1908 -0.2130 3.1351